DFT (ωB97M-V/def2-TZVPD) results for 2 unconnected molecules or ions with the total composition C4H10N2.

Results
E_tot in eV: -7285.0897
Charge: 0
HOMO energy (spin up / spin down) in eV: -9.43 / -9.41
ΔE to the lowest compared entry with this formula, charge and spin in kcal/mol: 127.52
LUMO (spin up / spin down) in eV: -0.7 / -0.6
Largest force on an atom in eV Å⁻¹: 4.04

Element x y z (Å)
N (1.38407, 1.22142, 0.75083)
N (-1.70688, -1.63211, 0.11074)
C (0.67883, 2.24759, 0.25898)
C (-0.50647, -1.57780, -0.10337)
C (-0.19864, 2.03972, -0.96770)
C (0.45036, -2.56083, 0.48027)
H (1.30797, 3.19590, 0.03908)
H (-0.05707, 1.07590, -1.40157)
H (1.06707, -3.14833, -0.28507)
H (-0.16098, -0.74005, -0.66344)
H (1.11063, -1.97179, 1.02404)
H (-1.31973, 2.09428, -0.59043)
H (-0.04471, 2.72468, -1.76938)
H (-0.02534, -3.14099, 1.33947)
H (-1.94330, -2.47293, 0.65033)
H (-0.03582, 2.64537, 1.12721)

The net atomic charges from natural (NBO), expressed in e, are:
1. N -0.105
2. N -0.607
3. C -0.411
4. C 0.143
5. C -0.611
6. C -0.694
7. H 0.235
8. H 0.215
9. H 0.229
10. H 0.161
11. H 0.233
12. H 0.223
13. H 0.219
14. H 0.212
15. H 0.320
16. H 0.237



DFT (ωB97M-V/def2-TZVPD) results for a molecular structure, C21H34N5NiO2Si.

Results
E_tot in eV: -82792.7725
Charge: +1
HOMO energy in eV: -9.55
ΔE to the lowest compared entry with this formula, charge and spin in kcal/mol: 0.00
LUMO in eV: -2.7
Largest force on an atom in eV Å⁻¹: 0.07

Element x y z (Å)
Ni (1.04323, 1.01654, 0.64508)
Si (1.46395, -2.87127, -2.17479)
O (1.01274, -2.93312, 0.68459)
O (0.76257, -0.76286, 1.03244)
N (1.83208, 1.08016, 2.46662)
N (0.77182, 2.93171, 0.62751)
N (0.74561, -1.57521, -1.13502)
N (-1.44960, 0.09818, 2.23326)
N (0.53367, 0.85624, -1.12320)
C (-0.12187, 1.28021, 3.99503)
C (-1.26063, 2.64019, 2.09443)
C (-2.28975, 0.61887, -0.84491)
C (0.16103, 0.46323, -3.85755)
C (-0.37357, -0.41872, -3.01042)
C (-0.08306, -0.40400, -1.52702)
C (-1.28199, 1.38429, 2.99893)
C (1.20524, 1.88366, 3.54212)
C (-1.47515, -0.51296, -0.86611)
C (0.85256, -1.82544, 0.21535)
C (1.93718, -2.23073, -3.86570)
C (-3.27738, -1.76661, 0.14930)
C (0.99991, 3.31113, 3.05623)
C (-3.57263, 0.56940, -0.31178)
C (0.22872, -4.25932, -2.32060)
C (-4.06812, -0.62603, 0.20208)
C (1.06775, 1.47860, -3.38857)
C (-1.99483, -1.71339, -0.38900)
C (0.06379, 3.39153, 1.85630)
C (3.05870, -3.42349, -1.38397)
C (1.20414, 1.60530, -2.05206)
H (-1.73434, 2.41167, 1.13677)
H (-1.83777, -0.62239, 2.84077)
H (-5.07011, -0.67215, 0.60814)
H (0.19250, 3.09493, -0.19394)
H (1.96007, 3.77361, 2.80961)
H (-0.41155, 1.81549, 4.90094)
H (3.69687, -2.56231, -1.16799)
H (1.61261, 3.49107, 0.50240)
H (-0.69794, -3.92499, -2.79398)
H (-2.20377, 1.44810, 3.57553)
H (-3.66229, -2.70959, 0.51611)
H (0.01548, 0.23829, 4.29801)
H (-1.91245, 1.53700, -1.27913)
H (1.10414, -2.16776, -4.56261)
H (-0.08035, 0.40494, -4.91172)
H (1.59565, 2.13284, -4.06410)
H (-2.11378, 0.21778, 1.45566)
H (-0.19895, 4.44068, 1.70370)
H (0.57967, 3.90036, 3.87385)
H (2.66096, -2.94304, -4.27256)
H (0.63173, -5.07328, -2.92732)
H (2.90661, -3.98179, -0.46409)
H (1.86257, 2.37318, -1.65479)
H (2.42159, -1.25444, -3.81992)
H (-0.00657, -4.66029, -1.33313)
H (1.85827, 0.09049, 2.71236)
H (-1.05695, -1.18839, -3.34966)
H (3.60117, -4.05457, -2.09219)
H (2.80365, 1.36721, 2.36436)
H (-0.56320, -0.30737, 1.80039)
H (-4.19603, 1.45541, -0.31902)
H (-1.39923, -2.61606, -0.43125)
H (-1.92198, 3.36017, 2.57940)
H (1.86759, 1.89913, 4.41085)

The net atomic charges from natural (NBO), expressed in e, are:
1. Ni 1.002
2. Si 1.828
3. O -0.644
4. O -0.877
5. N -0.838
6. N -0.812
7. N -0.882
8. N -0.755
9. N -0.688
10. C -0.428
11. C -0.447
12. C -0.190
13. C -0.158
14. C -0.256
15. C 0.218
16. C -0.049
17. C -0.050
18. C -0.031
19. C 0.918
20. C -1.133
21. C -0.203
22. C -0.429
23. C -0.261
24. C -1.149
25. C -0.244
26. C -0.388
27. C -0.240
28. C -0.050
29. C -1.134
30. C 0.032
31. H 0.246
32. H 0.429
33. H 0.231
34. H 0.420
35. H 0.224
36. H 0.246
37. H 0.235
38. H 0.400
39. H 0.234
40. H 0.226
41. H 0.231
42. H 0.231
43. H 0.225
44. H 0.240
45. H 0.224
46. H 0.229
47. H 0.475
48. H 0.218
49. H 0.242
50. H 0.243
51. H 0.249
52. H 0.261
53. H 0.176
54. H 0.246
55. H 0.251
56. H 0.426
57. H 0.219
58. H 0.241
59. H 0.402
60. H 0.479
61. H 0.228
62. H 0.250
63. H 0.247
64. H 0.218



DFT (ωB97M-V/def2-TZVPD) results for a molecular structure, C33H32F3GaGeN6O.

Results
E_tot in eV: -162767.9788
Charge: 0
HOMO energy in eV: -6.46
ΔE to the lowest compared entry with this formula, charge and spin in kcal/mol: 76.94
LUMO in eV: -1.7
Largest force on an atom in eV Å⁻¹: 3.53

Element x y z (Å)
Ge (-3.97002, 0.73723, 0.17700)
Ga (-0.88018, 0.34904, 0.51301)
F (1.44623, -8.62222, -0.90977)
F (-0.10317, -8.50143, -2.47757)
F (-0.62500, -9.11813, -0.39027)
O (-1.33245, 2.56458, -2.20978)
N (0.17423, 0.29597, -1.59837)
N (0.05772, 0.89190, 5.36429)
N (1.76579, 0.37100, -3.91508)
N (1.13318, 0.76211, 0.78705)
N (7.49828, 3.67037, 1.75805)
N (-0.51318, 0.32035, 2.71183)
C (-4.37269, -0.05793, -1.58339)
C (0.47541, 0.13649, -3.90886)
C (-0.97679, -6.05234, -1.63935)
C (2.27029, 0.68831, -2.68840)
C (-0.09721, -6.82473, -0.84557)
C (1.99891, 0.88759, -0.22024)
C (-0.45345, -4.10495, -0.36115)
C (-1.05889, -4.68294, -1.45517)
C (0.12990, -8.26844, -1.10924)
C (-0.99652, -1.58753, 0.22922)
C (0.71911, -6.19857, 0.04954)
C (-0.66184, -2.72612, -0.02103)
C (1.02758, 1.06092, 4.45675)
C (2.74556, 1.75598, 2.25182)
C (3.71577, 1.72564, 1.24508)
C (-1.38247, -0.04146, 3.64555)
C (0.44674, -4.89533, 0.41210)
C (0.64112, 0.88254, 3.12275)
C (-4.62339, -0.66893, 1.33856)
C (6.37770, 4.25265, 2.13385)
C (-1.10879, 0.31895, 4.95289)
C (1.51418, 0.54048, -1.56841)
C (5.11908, 3.64219, 1.85625)
C (-2.21577, 1.51856, 0.20062)
C (-0.35096, 0.12092, -2.75872)
C (-5.32802, 2.21750, 0.51920)
C (1.52435, 1.21049, 1.98715)
C (5.03450, 2.33662, 1.46332)
C (3.32310, 1.26768, -0.01400)
C (-2.04690, 3.75638, -2.43141)
C (6.28039, 1.75375, 1.02861)
C (-1.89331, 4.31328, -3.78511)
C (7.42016, 2.42099, 1.20703)
H (4.16574, 4.21235, 1.90329)
H (4.05660, 1.29248, -0.90912)
H (-1.79114, -4.05300, -2.01336)
H (1.88705, 1.50936, 4.90526)
H (-1.75749, 4.60159, -1.65924)
H (1.01344, -4.44155, 1.20091)
H (-2.39053, 2.51957, 0.58760)
H (-1.40178, -0.11372, -2.66483)
H (-4.38456, 0.68702, -2.36387)
H (6.34513, 5.29289, 2.48182)
H (-5.28299, -0.62120, -1.43863)
H (-2.18157, -0.58404, 3.23793)
H (-5.73578, -0.74152, 1.28332)
H (-1.97462, 3.51249, -4.47516)
H (-4.32973, -0.74267, 2.39540)
H (6.28292, 0.78203, 0.45646)
H (3.22643, 1.09247, -2.73820)
H (-3.62431, -0.80965, -1.86833)
H (-1.86198, 0.07499, 5.73345)
H (-4.96580, 3.04931, 1.06118)
H (-6.21557, 1.79857, 1.08365)
H (-4.29928, -1.62392, 0.80540)
H (1.45418, -6.63892, 0.73935)
H (-2.57195, 5.14707, -4.02571)
H (-3.07915, 3.60928, -2.27520)
H (-1.79545, 2.19611, -1.31771)
H (-1.57629, -6.56199, -2.41041)
H (-0.84726, 4.74849, -4.03311)
H (-0.03356, -0.16060, -4.84244)
H (8.37523, 1.95055, 0.94047)
H (3.02192, 2.02704, 3.21690)
H (-5.57609, 2.56974, -0.51771)

The net atomic charges from Löwdin, expressed in e, are:
1. Ge 0.668
2. Ga 0.306
3. F 0.104
4. F 0.072
5. F 0.149
6. O -0.185
7. N 0.090
8. N 0.094
9. N 0.114
10. N 0.149
11. N 0.066
12. N 0.089
13. C -0.223
14. C -0.081
15. C 0.008
16. C -0.045
17. C -0.137
18. C -0.141
19. C -0.243
20. C -0.029
21. C -0.502
22. C -0.002
23. C -0.030
24. C -0.089
25. C -0.036
26. C 0.058
27. C -0.130
28. C -0.047
29. C -0.011
30. C -0.151
31. C -0.267
32. C -0.122
33. C -0.071
34. C -0.163
35. C -0.016
36. C -0.412
37. C -0.078
38. C -0.219
39. C -0.162
40. C -0.177
41. C 0.079
42. C -0.396
43. C -0.028
44. C -0.123
45. C -0.152
46. H 0.133
47. H 0.155
48. H 0.136
49. H 0.115
50. H 0.139
51. H 0.108
52. H -0.040
53. H 0.120
54. H 0.008
55. H 0.113
56. H 0.005
57. H 0.097
58. H 0.024
59. H 0.051
60. H -0.005
61. H 0.136
62. H 0.091
63. H 0.002
64. H 0.125
65. H -0.027
66. H 0.022
67. H 0.030
68. H 0.135
69. H 0.077
70. H 0.084
71. H 0.006
72. H 0.130
73. H 0.098
74. H 0.123
75. H 0.116
76. H 0.102
77. H 0.015



DFT (ωB97M-V/def2-TZVPD) results for 2 unconnected molecules or ions with the total composition C10H18N3O.

Results
E_tot in eV: -17174.5725
Charge: +1
HOMO energy in eV: -11.82
ΔE to the lowest compared entry with this formula, charge and spin in kcal/mol: 11.55
LUMO in eV: -2.6
Largest force on an atom in eV Å⁻¹: 1.33

Element x y z (Å)
O (-2.55603, -0.22993, 2.14419)
N (-1.32827, 2.14423, -0.00512)
N (0.18050, 1.96473, 1.72907)
N (0.81284, 1.32246, -0.37395)
C (-1.52565, -0.89547, 1.50500)
C (-0.62266, -1.57723, 2.31249)
C (1.75647, -2.95665, -0.28320)
C (-0.40245, -1.68856, -0.46578)
C (0.89280, 2.32282, -2.64502)
C (-0.12090, 1.80028, 0.42505)
C (-1.44257, -0.97304, 0.13366)
C (0.57192, -2.24953, 0.33632)
C (0.60344, 1.07454, -1.78759)
C (0.48690, -2.15737, 1.72763)
H (0.55769, 1.18147, 2.24915)
H (0.81292, 3.22015, -2.02908)
H (1.43854, -3.53837, -1.14978)
H (-0.32549, -1.74159, -1.54309)
H (-1.55672, 2.08600, -0.98237)
H (1.74923, 1.31261, 0.00421)
H (1.25753, -2.62128, 2.31998)
H (-0.45533, 2.53813, 2.26331)
H (1.93391, 2.26904, -2.97532)
H (-0.87481, -1.56709, 3.36203)
H (-2.08525, 2.02741, 0.65079)
H (1.17475, 0.21118, -2.09728)
H (2.30165, -3.54331, 0.44244)
H (2.37266, -2.19182, -0.76940)
H (0.29004, 2.41551, -3.54108)
H (-0.41925, 0.74404, -1.97196)
H (-3.31791, -0.18705, 1.54590)
H (-2.16052, -0.51630, -0.53121)

The net atomic charges from natural (NBO), expressed in e, are:
1. O -0.689
2. N -0.764
3. N -0.791
4. N -0.532
5. C 0.264
6. C -0.262
7. C -0.627
8. C -0.194
9. C -0.638
10. C 0.698
11. C -0.309
12. C -0.033
13. C -0.237
14. C -0.189
15. H 0.433
16. H 0.218
17. H 0.229
18. H 0.215
19. H 0.421
20. H 0.432
21. H 0.227
22. H 0.415
23. H 0.232
24. H 0.242
25. H 0.428
26. H 0.235
27. H 0.231
28. H 0.210
29. H 0.238
30. H 0.204
31. H 0.484
32. H 0.207



DFT (ωB97M-V/def2-TZVPD) results for a single C5H6O molecule.

Results
E_tot in eV: -7325.0217
Charge: 0
HOMO energy in eV: -9.38
ΔE to the lowest compared entry with this formula, charge and spin in kcal/mol: 98.30
LUMO in eV: 1.1
Largest force on an atom in eV Å⁻¹: 1.05

Element x y z (Å)
O (0.11706, -1.81639, 0.64603)
C (-0.20453, 1.23353, -0.39157)
C (0.65318, -0.99121, -0.42712)
C (-0.73621, -0.18893, -0.56709)
C (0.81143, 0.31868, 0.37589)
C (-0.42828, -0.52233, 0.89623)
H (-1.02737, -0.35093, 1.79243)
H (-0.67510, 1.86916, 0.38158)
H (-0.09735, 1.86060, -1.29122)
H (1.37906, -1.55187, -1.04104)
H (1.69467, 0.71223, 0.86485)
H (-1.48657, -0.57254, -1.23897)

The net atomic charges from natural (NBO), expressed in e, are:
1. O -0.527
2. C -0.432
3. C 0.061
4. C -0.212
5. C -0.225
6. C 0.098
7. H 0.203
8. H 0.196
9. H 0.211
10. H 0.206
11. H 0.208
12. H 0.213



DFT (ωB97M-V/def2-TZVPD) results for 2 unconnected molecules or ions with the total composition H2N5O.

Results
E_tot in eV: -9514.7343
Charge: +1
HOMO energy (spin up / spin down) in eV: -14.98 / -14.97
ΔE to the lowest compared entry with this formula, charge and spin in kcal/mol: 99.97
LUMO (spin up / spin down) in eV: -6.5 / -6.5
Largest force on an atom in eV Å⁻¹: 12.88

Element x y z (Å)
O (1.43888, 0.57384, -0.60365)
N (0.40583, -0.74941, 1.02520)
N (-1.47746, -0.20348, -0.89738)
N (-0.81704, 0.75858, -0.67802)
N (0.54984, 0.98295, -0.13375)
N (-0.38636, -1.32307, 0.45319)
H (-0.78190, -2.23082, 0.34459)
H (0.70369, 1.99233, 0.22222)

The net atomic charges from natural (NBO), expressed in e, are:
1. O -0.188
2. N 0.183
3. N 0.102
4. N -0.001
5. N 0.182
6. N -0.152
7. H 0.474
8. H 0.400